The following is a quantum chemistry calculation of a single C3H5NO2 molecule in a non-equilibrium geometry, from OMol25.

Cartesian coordinates (Å):
O1 2.6510 -0.1825 -0.2048
C1 1.4597 0.0181 -0.1697
N1 0.6108 -0.5959 0.7442
C2 -0.7187 -0.4781 0.2336
C3 -0.8109 0.9254 -0.2443
O2 0.7024 0.8254 -0.9850
H1 0.9302 -1.5005 1.0436
H2 -0.8042 -0.8680 -0.7944
H3 -1.4823 -0.9729 0.8312
H4 -0.5597 1.8527 0.2390
H5 -1.8141 1.0058 -0.7387

As for the HOMO-LUMO gap: 10.6960 eV. For the LUMO energy, the calculation gives 0.657 eV. Its spin multiplicity is 1. Its SMILES is O=C1NCCO1. The energy comes out at -322.5066 Eh.

Results of the Mulliken charge analysis, in e, for atoms 1 through 8: number 1, O, carries -0.562; number 2, C, carries 0.572; number 3, N, carries -0.333; number 4, C, carries -0.377; number 5, C, carries -0.419; number 6, O, carries -0.402; number 7, H, carries 0.277; number 8, H, carries 0.265